No. 1
Formula: C4H12N2O
Source: OMol25
Level of theory: ωB97M-V/def2-TZVPD

Last column: Löwdin charge in e.
Positions of all 19 atoms, in Å:
N (2.40653, -0.31129, 1.48500)  -0.023
C (1.03281, -0.61131, 1.26005)  -0.326
C (0.55198, -1.61126, 0.08006)  -0.189
N (0.18670, -0.61219, -0.98823)  -0.123
C (-1.20477, -0.02021, -0.78112)  -0.211
C (-1.25277, 1.41863, -1.17782)  -0.242
O (-2.64558, 1.78349, -0.82150)  -0.104
H (2.91272, -0.86660, 2.17090)  0.067
H (2.68394, 0.70499, 1.58515)  0.096
H (0.55025, -1.21392, 2.05609)  0.094
H (0.39817, 0.26401, 1.34669)  0.097
H (-0.34803, -2.18276, 0.32878)  0.092
H (1.38780, -2.38100, -0.09184)  0.121
H (1.03855, 0.00588, -0.92624)  0.104
H (-1.46258, -0.17156, 0.22332)  0.086
H (-1.79802, -0.59534, -1.59438)  0.150
H (-1.05916, 1.70489, -2.26208)  0.134
H (-0.49677, 2.02458, -0.73262)  0.090
H (-2.88177, 2.67098, -1.16020)  0.087

Kohn-Sham gap	8.72	eV
SMILES string	NCCNCCO
spin multiplicity	1
LUMO level	0.88	eV
energy above the lowest of the compared OMol25 structures with the same formula, charge and spin	331.4	kJ/mol

No. 2
Formula: C4H12N2O
Source: OMol25
Level of theory: ωB97M-V/def2-TZVPD

Last column: Löwdin charge in e.
Positions of all 19 atoms, in Å:
N (-1.86345, 0.65861, -1.77867)  0.014
C (-1.72911, 1.60732, -0.68855)  -0.396
O (-1.57975, 0.96866, 0.53929)  -0.081
H (-1.78164, 1.14049, -2.66118)  0.059
H (-1.14728, -0.05484, -1.71681)  0.050
H (-0.91286, 2.33300, -0.85512)  0.102
H (-2.62923, 2.21817, -0.59674)  0.109
C (0.66401, -2.35973, 0.17555)  -0.092
C (1.41000, -1.42146, 1.11148)  -0.284
C (2.11243, 0.63481, 0.25783)  -0.023
N (1.14686, -0.03982, 0.70865)  -0.056
H (-0.39105, -2.09323, 0.11698)  0.070
H (1.09416, -2.32324, -0.82458)  0.073
H (0.70958, -3.38758, 0.53213)  0.071
H (1.05292, -1.51699, 2.13795)  0.113
H (2.48627, -1.62962, 1.09232)  0.100
H (1.92627, 1.62237, -0.15504)  0.072
H (3.14385, 0.27356, 0.31921)  0.078
H (-0.69088, 0.56675, 0.57913)  0.021

Kohn-Sham gap	9.85	eV
SMILES string	C=NCC.NCO
spin multiplicity	1
LUMO level	0.92	eV
energy above the lowest of the compared OMol25 structures with the same formula, charge and spin	182.0	kJ/mol

No. 3
Formula: C4H12N2O
Source: OMol25
Level of theory: ωB97M-V/def2-TZVPD

Last column: Löwdin charge in e.
Positions of all 19 atoms, in Å:
C (-1.29928, 1.08710, -1.68205)  -0.074
C (-1.61661, -0.26368, -1.02884)  -0.151
C (-0.49537, -0.60922, -0.10031)  -0.271
C (-0.55877, -0.68225, 1.31080)  -0.032
N (0.56229, -0.93833, 2.05156)  0.083
N (0.60954, -1.09134, -0.64516)  0.247
H (-2.16456, 1.48080, -2.22463)  0.093
H (-0.60362, 0.99478, -2.52053)  0.083
H (-0.92304, 1.90404, -1.07295)  0.081
H (-1.78731, -1.07958, -1.73689)  0.143
H (-2.51083, -0.10539, -0.43187)  0.119
H (-1.52689, -0.40157, 1.71976)  0.141
H (0.43726, -1.65527, 2.76064)  0.124
H (0.96726, -0.12746, 2.51730)  0.130
H (1.35491, -0.83810, 0.01509)  0.127
H (0.75359, -0.76987, -1.59955)  0.149
H (2.15514, 2.71187, 0.27585)  0.060
H (1.35867, 1.54560, -0.02629)  -0.004
O (2.27185, 1.75094, 0.22932)  -0.050

Kohn-Sham gap (spin up / spin down)	11.02 / 8.24	eV
charge	+1
spin multiplicity	2
LUMO level (spin up / spin down)	-3.57 / -7.01	eV
energy above the lowest of the compared OMol25 structures with the same formula, charge and spin	31.1	kJ/mol
<S²>	0.758

No. 4
Formula: C4H12N2O2
Source: OMol25
Level of theory: ωB97M-V/def2-TZVPD

Last column: Löwdin charge in e.
Positions of all 20 atoms, in Å:
O (0.60145, 1.77159, -0.18579)  -0.284
C (0.46311, 1.45457, 1.07841)  -0.363
C (-0.23625, 0.10244, 1.39839)  -0.475
C (0.58767, -0.76025, 2.35908)  -0.129
N (-0.71942, -0.57882, 0.23999)  -0.048
C (-1.91686, -0.02584, -0.36746)  -0.316
N (-1.68034, 0.64084, -1.65992)  -0.002
H (0.53585, 2.24133, 1.83902)  0.035
H (-1.07958, 0.42113, 2.02639)  0.103
H (1.57716, -1.00843, 1.94011)  0.052
H (0.77929, -0.21391, 3.27765)  0.054
H (0.13355, -1.75430, 2.41216)  0.049
H (0.01140, -0.69105, -0.44938)  0.095
H (-2.29366, 0.75145, 0.30467)  0.104
H (-2.72288, -0.75994, -0.47411)  0.084
H (-1.05980, 0.02723, -2.14942)  0.034
H (-1.05122, 1.37824, -1.41370)  0.012
H (2.73596, -1.07131, -2.15697)  0.039
H (2.87659, -2.65058, -2.08478)  0.016
O (2.34654, -1.92034, -2.38638)  -0.060

Kohn-Sham gap (spin up / spin down)	3.42 / 6.68	eV
charge	-1
spin multiplicity	2
LUMO level (spin up / spin down)	3.41 / 3.37	eV
energy above the lowest of the compared OMol25 structures with the same formula, charge and spin	185.9	kJ/mol
<S²>	0.754

No. 5
Formula: C4H12N2O2
Source: OMol25
Level of theory: ωB97M-V/def2-TZVPD

Last column: Löwdin charge in e.
Positions of all 20 atoms, in Å:
O (2.03704, 0.16344, 0.29839)  0.029
C (0.98860, -0.48095, 0.35663)  -0.521
N (0.25930, -0.42206, 1.49496)  0.074
C (-0.94523, -1.20438, 1.83564)  -0.268
N (-2.12396, -0.43254, 1.43548)  0.021
C (0.36277, -0.99880, -0.88481)  -0.153
C (-0.18199, 0.26298, -1.60669)  -0.090
H (0.77048, -0.12963, 2.31757)  0.139
H (-1.03649, -2.24876, 1.43505)  0.124
H (-0.87633, -1.58112, 2.84475)  0.098
H (-2.09363, 0.56599, 1.53257)  0.066
H (-2.28583, -0.73804, 0.48596)  0.052
H (-0.46757, -1.71190, -0.71599)  0.092
H (0.91207, -1.65662, -1.53596)  0.110
H (-0.06600, 1.24672, -1.17299)  0.045
H (0.60129, 0.47468, -2.38132)  0.081
H (-0.99255, 0.11953, -2.32432)  0.074
H (2.26527, 3.21825, -1.59752)  0.042
H (1.43668, 2.77390, -0.42365)  0.045
O (1.43609, 2.77929, -1.39376)  -0.064

Kohn-Sham gap	10.08	eV
SMILES string	CCC(=O)NCN.O
spin multiplicity	1
LUMO level	0.85	eV
energy above the lowest of the compared OMol25 structures with the same formula, charge and spin	227.4	kJ/mol

No. 6
Formula: C4H12N2O2
Source: OMol25
Level of theory: ωB97M-V/def2-TZVPD

Last column: Löwdin charge in e.
Positions of all 20 atoms, in Å:
C (-2.02224, -0.49568, 1.39390)  -0.112
C (-0.63930, -0.88560, 0.89319)  -0.308
N (-0.02592, 0.24327, 0.18135)  -0.075
C (1.38307, 0.00164, -0.19039)  -0.132
C (2.23672, 1.10312, 0.45882)  -0.517
N (1.82451, 1.47941, 1.73722)  0.146
O (3.26609, 1.57516, 0.03933)  0.045
H (-2.40031, -1.16550, 2.16560)  0.071
H (-2.10682, 0.54834, 1.67925)  0.067
H (-2.75162, -0.54172, 0.56963)  0.070
H (0.01982, -1.05277, 1.75434)  0.108
H (-0.82440, -1.84724, 0.38874)  0.112
H (-0.56540, 0.31465, -0.67044)  0.103
H (1.80753, -0.98898, -0.03636)  0.123
H (1.51486, 0.15627, -1.26913)  0.119
H (0.99587, 1.20977, 2.23164)  0.083
H (2.48871, 2.16306, 2.05532)  0.098
H (-1.80433, -0.78987, -3.79513)  -0.002
H (-0.72265, -0.53646, -4.91378)  0.056
O (-1.67416, -0.49088, -4.67309)  -0.054

Kohn-Sham gap	9.76	eV
SMILES string	CCNCC(N)=O.O
spin multiplicity	1
LUMO level	0.31	eV
energy above the lowest of the compared OMol25 structures with the same formula, charge and spin	161.5	kJ/mol

No. 7
Formula: C4H12N2O2
Source: OMol25
Level of theory: ωB97M-V/def2-TZVPD

Last column: Löwdin charge in e.
Positions of all 20 atoms, in Å:
C (-0.45790, 1.41427, 0.38304)  -0.246
N (0.09688, 0.05069, 0.57657)  0.057
C (-0.37198, -1.22267, 0.54513)  -0.625
N (-1.68632, -1.50727, 0.05705)  0.152
O (0.26548, -2.15075, 0.90844)  0.054
C (0.34405, 2.23353, -0.66152)  -0.224
C (1.76420, 2.49502, -0.11879)  -0.132
H (-0.49533, 1.92776, 1.39459)  0.132
H (-1.46611, 1.26690, 0.10476)  0.080
H (1.12517, 0.21853, 0.78100)  0.154
H (-2.16654, -0.85265, -0.46947)  0.046
H (-2.08781, -2.42274, 0.29072)  0.103
H (0.15025, 1.53296, -1.60947)  0.152
H (-0.33047, 3.22885, -0.63134)  0.145
H (2.36054, 2.06099, -0.89070)  0.056
H (2.09810, 3.54110, 0.00064)  0.079
H (2.27556, 2.10075, 0.73186)  0.058
H (0.16125, -5.22277, -0.53630)  0.114
H (-0.85292, -4.00744, -0.06045)  0.005
O (-0.72609, -4.68506, -0.79578)  -0.162

Kohn-Sham gap	10.36	eV
SMILES string	CCCNC(N)=O.O
spin multiplicity	1
LUMO level	0.73	eV
energy above the lowest of the compared OMol25 structures with the same formula, charge and spin	243.2	kJ/mol

No. 8
Formula: C4H12N2O2
Source: OMol25
Level of theory: ωB97M-V/def2-TZVPD

Last column: Löwdin charge in e.
Positions of all 20 atoms, in Å:
C (0.68840, -0.55232, -1.31263)  -0.078
N (-0.34527, 0.45931, -0.99823)  -0.259
C (-1.37310, 0.75633, -2.13509)  -0.046
C (-0.92080, 0.49934, 0.39666)  -0.117
C (0.22358, 0.46343, 1.34524)  -0.511
N (0.61481, 1.75042, 1.68566)  0.196
O (0.57928, -0.51193, 1.95336)  0.061
H (1.60288, -0.02574, -1.06934)  0.065
H (0.62487, -1.32580, -0.49762)  0.084
H (0.84281, -0.77813, -2.40614)  0.102
H (-0.74594, 1.02436, -2.95785)  0.059
H (-1.90946, 1.66840, -1.88112)  0.071
H (-1.94728, -0.11209, -2.33225)  0.061
H (-1.59175, -0.29426, 0.59982)  0.109
H (-1.51322, 1.47258, 0.43720)  0.138
H (1.28181, 1.89633, 2.40179)  0.102
H (0.37516, 2.44509, 1.10612)  0.046
H (1.50370, -3.37288, 2.43789)  0.007
H (0.76868, -2.32279, 1.65400)  -0.039
O (1.24086, -3.13967, 1.57253)  -0.050

Kohn-Sham gap	9.02	eV
SMILES string	CN(C)CC(N)=O.O
spin multiplicity	1
LUMO level	0.76	eV
energy above the lowest of the compared OMol25 structures with the same formula, charge and spin	238.8	kJ/mol

> Look up the spin multiplicity of the fifth one.

1